No. 1
Entry from the OMol25 dataset: a molecular structure, C15H29AlCaCl3F7MgN3NaO13PS in a non-equilibrium geometry (ωB97M-V/def2-TZVPD).

Element x y z (Å)
Ca -1.27787 3.96400 4.80110
Cl -0.56218 -3.86580 5.59540
Cl 1.02795 -5.37465 3.67087
Cl 0.54261 -6.44364 6.32268
S -1.19879 5.47957 1.66581
P -5.45988 2.01448 0.29694
Al -4.24380 -1.25033 5.06956
Mg 1.87853 4.62624 -0.47817
Na -3.01517 -3.92510 1.32707
F -3.82507 -1.71445 3.48202
F -5.80169 -1.62616 5.42018
F -2.49554 6.90966 3.41257
F -3.86162 0.39892 5.12589
F -1.27912 8.04970 2.02614
F -3.12609 -2.07170 6.00937
F -0.34089 6.94281 3.64799
O 2.11241 -3.02523 -6.02834
O -1.21235 -2.77780 0.76772
O 2.64034 -0.93668 -5.36023
O -1.27355 4.38430 2.72853
O 0.11038 5.54459 1.07648
O -4.34547 2.49017 1.22769
O 2.63922 -1.57924 -7.52707
O -6.73668 2.79194 0.52207
O -5.03559 2.08050 -1.15686
O -2.31931 5.49367 0.80350
O 2.63793 1.37770 -0.89589
O -5.72696 0.53088 0.56775
O 1.95848 3.13304 -1.93866
N 2.62885 2.07613 -1.88404
N -1.99154 1.55151 2.09190
N 3.44504 -4.88269 -2.28653
C -0.07337 -1.21945 2.31499
C -1.31229 1.54270 0.81096
C 1.99569 -3.39608 -4.64916
C -1.34154 6.95516 2.73864
C 2.48366 -1.76696 -6.22897
C 4.53510 -0.03117 -7.66533
C -0.13816 2.12245 0.69034
C 2.77091 -4.40383 -1.49160
C 3.44462 1.73412 -3.06377
C -0.71975 -0.22772 3.27847
C 3.06630 -0.26765 -7.93805
C -0.91584 -2.49178 2.16308
C -2.09486 0.19068 2.73477
C 0.78925 -4.98419 5.39020
C 1.94332 -3.65893 -0.55970
H -2.80822 0.31632 3.53164
H -1.65724 -2.01576 0.37627
H 1.36204 -4.31185 0.08883
H 3.96993 0.81171 -2.85845
H 1.25343 -3.00552 -1.09087
H -2.95767 1.91953 1.88071
H -0.80302 -0.63389 4.28152
H -1.87154 1.06645 0.02433
H -0.33802 -3.34367 2.50076
H 0.42175 2.45277 1.54735
H 1.33104 -2.70580 -4.12987
H 4.74550 -0.04753 -6.59708
H 2.56792 -3.03325 0.07719
H 2.87298 -0.23402 -9.00710
H 2.43942 0.48700 -7.46341
H -1.80636 -2.48594 2.79050
H 2.77394 1.62297 -3.90902
H 1.57428 -4.39524 -4.62426
H 5.13748 -0.80807 -8.13547
H -2.47011 -0.48658 1.98546
H 4.83655 0.93754 -8.06245
H -0.09373 0.66558 3.33961
H -1.51584 2.19046 2.72552
H 2.97152 -3.40941 -4.17698
H 0.26923 2.20825 -0.30177
H 0.89287 -1.53619 2.70210
H 0.15033 -0.74750 1.36454
H 4.13717 2.55742 -3.23143
H 1.68875 -4.49947 5.74347

* DFT total energy: -5832.80278 Eh
* total charge: +1
* LUMO energy: -0.213 hartree
* gap between HOMO and LUMO: 2.318 eV



No. 2
Entry from the OMol25 dataset: a single C4H11NO2 molecule in a non-equilibrium geometry (ωB97M-V/def2-TZVPD).

Element x y z (Å)
O -1.63746 1.28373 -1.59026
O 2.02551 -0.07263 0.18838
N -0.57440 1.06286 0.67972
C 1.01576 -0.94321 0.65159
C 1.14158 -2.33492 -0.00046
C -1.63314 1.53807 -0.20197
C -0.40871 -0.41769 0.54499
H 0.61239 -3.03702 0.64198
H 0.26852 1.47614 0.27914
H -1.14397 -0.84395 1.22368
H -2.58500 1.15634 0.18584
H -0.78168 1.51836 -1.95880
H 0.69990 -2.35728 -1.00162
H 1.84774 0.15041 -0.71161
H -0.71921 -0.63769 -0.49284
H 1.22144 -1.14697 1.71218
H -1.73055 2.63020 -0.09228
H 2.21753 -2.50022 -0.05514

* DFT total energy: -364.20573 Eh
* ΔE to the lowest compared entry with this formula, charge and spin: 163.9 kJ/mol
* LUMO energy: 0.020 hartree
* SMILES string: C[C@@H](O)CNCO
* gap between HOMO and LUMO: 10.141 eV



No. 3
Entry from the OMol25 dataset: a molecular structure, C3Ag3O9 in a non-equilibrium geometry (ωB97M-V/def2-TZVPD).

Element x y z (Å)
Ag -19.33194 2.51454 -4.03880
Ag -17.99205 2.45522 -1.35808
Ag -21.71993 0.77283 -3.70636
O -16.63102 2.89148 -5.86830
O -17.76358 6.56141 -3.10144
O -18.12897 4.28999 -2.86297
O -17.73673 0.81392 -2.98413
O -19.52787 0.56671 -2.89111
O -18.25587 1.52354 -6.29594
O -18.25271 -1.22957 -3.31040
O -19.59454 5.63034 -3.07907
O -18.48703 3.58089 -5.92494
C -17.75380 2.60741 -5.99156
C -18.53517 -0.10579 -2.94173
C -18.43206 5.55193 -2.86488

* DFT total energy: -1231.95226 Eh
* total charge: -3
* LUMO energy: 0.231 hartree
* gap between HOMO and LUMO: 2.843 eV



No. 4
Entry from the OMol25 dataset: a molecular structure, C23H43Br2NO3PdS5Si (ωB97M-V/def2-TZVPD).

Element x y z (Å)
Pd 0.23185 -0.18917 -1.13303
Br -0.67245 -1.89562 1.90617
Br 5.00025 -0.39405 2.17419
S 1.05387 -3.03323 -2.08434
S -0.03954 1.48907 -2.85696
S -0.28530 1.56826 0.51720
S -2.17489 -0.61127 -1.23340
S -0.73492 -4.36060 -2.26654
Si -1.79307 -3.57200 3.07523
O 0.58468 -1.88142 -2.85505
O 1.06368 -2.80026 -0.66887
O 2.01488 -3.87904 -2.69400
N 2.40897 -0.07293 -0.96904
C 2.94752 -0.19612 0.24872
C -1.44203 -4.97304 0.56728
C -4.46428 -3.88226 3.95535
C -1.05979 -3.48751 4.83222
C -1.84036 1.47341 -3.12981
C -2.21157 -6.33474 2.50678
C -1.62854 -2.29039 5.60970
C 4.58670 0.00821 -1.91870
C 3.20992 0.02356 -2.03704
C -1.31463 -5.15402 2.09529
C -2.46217 0.10849 -2.87937
C 0.46941 -3.32726 4.83027
C -4.19909 -3.34853 1.53408
C 4.31763 -0.21755 0.43941
C -0.53900 3.03099 -0.54778
C -2.90404 0.65684 -0.13660
C -1.99371 1.17258 0.97393
C 5.15562 -0.11250 -0.66097
C 0.22880 2.97723 -1.85382
C 0.15019 -5.53211 2.36039
C -3.86887 -1.58000 3.21094
C -3.63765 -3.07375 2.93707
C -1.42187 -4.77442 5.59812
H -5.52410 -3.64886 3.82019
H -2.49682 -4.96270 5.62685
H 0.40947 -6.40004 1.74678
H -1.89012 0.43607 1.76706
H -1.85530 -7.24547 2.01703
H -3.53846 0.15961 -3.04768
H 0.77511 -2.38003 4.38530
H -1.11648 -5.90804 0.09233
H -3.25121 -6.19163 2.21274
H -4.20819 -3.63403 4.98524
H -2.42560 2.07368 1.41224
H 2.27049 -0.29449 1.08855
H 5.20409 0.08361 -2.80237
H -1.08378 -4.67330 6.63272
H -5.22289 -2.96604 1.48319
H -1.13940 -2.24902 6.58635
H 2.72676 0.09629 -3.00326
H -1.60949 3.13692 -0.71514
H 0.81397 -3.32941 5.86785
H -0.21414 3.90226 0.02093
H -3.61640 -2.84676 0.75430
H -2.29055 2.24420 -2.50764
H -2.45818 -4.76793 0.23752
H 0.83646 -4.72326 2.10045
H -4.94300 -1.37857 3.16206
H -0.78249 -4.15449 0.24774
H -1.42807 -1.34239 5.10504
H -3.37899 -0.96140 2.45558
H -2.69961 -2.37224 5.79163
H -2.00604 1.75768 -4.16900
H -3.78158 0.20084 0.32267
H -2.05898 -0.63555 -3.56854
H -4.24824 -4.41148 1.30166
H -3.51898 -1.25555 4.18748
H -0.93220 -5.65660 5.18637
H -0.00485 3.84790 -2.46789
H -3.25799 1.46519 -0.77441
H 1.30678 2.98036 -1.68269
H 6.22959 -0.12990 -0.53425
H 0.32378 -5.81287 3.39749
H -4.35130 -4.95937 3.82980
H 0.99081 -4.13060 4.31368
H -2.18571 -6.51654 3.58189

* DFT total energy: -8738.45693 Eh
* ΔE to the lowest compared entry with this formula, charge and spin: 0.0 kJ/mol
* multiplicity: 5
* total charge: +2
* LUMO energy (spin up / spin down): -0.195 / -0.346 hartree
* gap between HOMO and LUMO (spin up / spin down): 8.763 / 4.640 eV